{"formula": "Cl2IO6V3", "method": "ωB97M-V/def2-TZVPD", "e_homo_ha": -0.310, "e_above_lowest_kj_mol": 0.0, "orbital_gap_ev": 4.84, "symbols": ["O", "V", "O", "O", "V", "O", "O", "V", "O", "Cl", "Cl", "I"], "coordinates": [[-2.313, -0.100, 0.050], [-2.166, 1.358, 0.613], [-1.816, 2.291, -0.623], [1.234, -1.818, -1.799], [0.410, -0.413, -1.775], [0.429, 0.144, -0.293], [0.548, -1.523, 1.731], [1.394, -0.348, 2.261], [1.617, -0.505, 3.840], [-1.523, -1.587, -2.755], [-0.187, 1.632, 1.980], [2.372, 0.870, -3.231]], "atomic_forces_ev_per_a": [[-0.41, 1.53, 0.85], [2.23, -0.51, -2.18], [-0.93, -1.09, 1.57], [-1.43, 3.19, 0.71], [1.95, -5.26, -3.47], [0.27, 0.77, 1.53], [0.40, -0.25, 1.12], [-1.53, 0.60, 0.24], [-0.21, 0.06, -2.28], [0.97, 1.50, 0.75], [-0.27, -0.40, 0.58], [-1.02, -0.14, 0.59]], "lowdin_charge": [-0.304, 0.864, -0.293, -0.473, 0.246, -0.626, -0.234, 0.930, -0.318, -0.098, 0.205, 0.102]}

***

{"formula": "C25H35N5O3", "method": "ωB97M-V/def2-TZVPD", "e_homo_ha": -0.256, "e_above_lowest_kj_mol": 346.7, "orbital_gap_ev": 7.65, "symbols": ["C", "H", "H", "H", "C", "N", "C", "C", "C", "C", "C", "C", "H", "H", "N", "C", "O", "C", "N", "C", "C", "N", "C", "C", "O", "N", "C", "C", "C", "C", "C", "C", "O", "C", "H", "H", "H", "H", "H", "H", "H", "H", "H", "H", "C", "C", "H", "H", "H", "H", "H", "H", "H", "H", "H", "H", "H", "H", "H", "C", "C", "H", "H", "H", "H", "H", "H", "H"], "coordinates": [[-4.679, -1.683, -3.073], [-5.266, -2.493, -3.499], [-5.318, -0.810, -2.967], [-4.337, -1.977, -2.085], [-3.485, -1.363, -3.979], [-2.660, -0.298, -3.460], [-1.649, -0.533, -2.561], [-0.763, 0.484, -2.177], [0.215, 0.265, -1.234], [0.371, -0.982, -0.637], [-0.451, -2.020, -1.056], [-1.441, -1.797, -1.990], [-2.066, -2.632, -2.259], [-0.316, -3.005, -0.640], [1.311, -1.109, 0.396], [1.765, -2.228, 1.010], [1.468, -3.362, 0.700], [2.644, -1.914, 2.220], [4.004, -1.467, 1.932], [4.647, -0.934, 3.112], [4.096, 0.458, 3.517], [3.217, 0.967, 2.472], [2.732, 2.305, 2.770], [1.486, 2.628, 1.942], [1.387, 3.629, 1.267], [0.539, 1.667, 2.075], [-0.710, 1.558, 1.451], [-1.271, 2.564, 0.683], [-2.492, 2.362, 0.061], [-3.152, 1.159, 0.203], [-2.610, 0.149, 0.984], [-1.395, 0.338, 1.618], [-0.770, -0.583, 2.420], [-1.345, -1.864, 2.535], [-0.657, -2.443, 3.149], [-2.322, -1.820, 3.026], [-1.442, -2.343, 1.558], [-3.141, -0.784, 1.085], [-4.097, 0.992, -0.290], [-2.921, 3.152, -0.537], [-0.738, 3.493, 0.565], [0.776, 0.866, 2.647], [2.453, 2.350, 3.828], [3.488, 3.083, 2.580], [3.885, 0.917, 1.179], [4.223, -0.555, 0.829], [3.664, -0.901, -0.039], [5.286, -0.628, 0.577], [4.806, 1.526, 1.196], [3.222, 1.358, 0.430], [4.934, 1.149, 3.707], [3.508, 0.384, 4.437], [4.523, -1.643, 3.932], [5.715, -0.859, 2.890], [2.091, -1.188, 2.836], [2.744, -2.846, 2.787], [1.647, -0.227, 0.757], [0.865, 1.082, -0.952], [-0.829, 1.467, -2.612], [-3.036, 1.042, -3.844], [-2.301, 1.520, -5.099], [-1.227, 1.518, -4.936], [-2.616, 2.528, -5.358], [-2.518, 0.862, -5.938], [-2.847, 1.727, -3.014], [-4.114, 1.053, -4.036], [-2.876, -2.258, -4.126], [-3.852, -1.056, -4.963]], "atomic_forces_ev_per_a": [[0.23, 0.01, -0.20], [-0.13, -0.10, 0.00], [-0.09, 0.08, 0.02], [0.01, -0.04, 0.12], [-0.17, -0.13, 0.22], [-0.24, 0.06, -0.20], [0.23, -0.15, 0.18], [-0.02, 0.00, -0.02], [0.04, -0.28, -0.01], [-0.21, -0.15, -0.35], [0.22, -0.03, 0.18], [-0.13, 0.12, -0.20], [-0.10, -0.07, -0.05], [0.00, -0.04, 0.03], [0.18, 0.28, -0.08], [0.29, 0.26, 0.36], [-0.12, -0.27, -0.09], [0.00, -0.33, 0.28], [-0.06, -0.08, -0.10], [0.07, -0.03, 0.02], [-0.09, -0.08, 0.13], [0.08, 0.16, 0.07], [0.10, 0.04, -0.08], [0.37, -0.08, 0.26], [-0.04, 0.24, -0.15], [-0.21, -0.51, 0.19], [-0.25, 0.01, -0.01], [0.06, 0.08, 0.07], [-0.14, -0.08, 0.00], [-0.04, 0.14, -0.05], [0.12, -0.18, 0.16], [0.02, 0.14, 0.06], [-0.01, 0.61, -0.14], [-0.09, -0.29, 0.03], [-0.07, -0.02, -0.03], [0.03, 0.01, -0.02], [-0.01, 0.02, 0.02], [-0.01, -0.13, 0.03], [-0.10, -0.02, -0.06], [-0.04, 0.08, -0.06], [0.04, 0.03, 0.01], [0.13, 0.13, -0.06], [0.04, 0.01, -0.02], [-0.15, -0.05, 0.00], [0.03, -0.06, -0.07], [0.20, 0.03, -0.18], [0.11, 0.08, 0.03], [-0.09, 0.05, -0.06], [-0.08, 0.05, -0.02], [0.04, 0.04, -0.05], [-0.05, 0.00, 0.01], [0.07, 0.07, -0.01], [0.07, 0.02, 0.01], [-0.01, -0.02, 0.08], [0.01, -0.08, -0.03], [-0.17, 0.10, -0.10], [-0.06, -0.13, 0.16], [0.08, 0.12, 0.06], [-0.05, 0.12, -0.06], [0.22, 0.13, -0.23], [-0.17, -0.02, 0.26], [0.12, 0.01, -0.01], [0.00, 0.14, -0.10], [-0.01, -0.05, -0.10], [-0.10, -0.02, -0.01], [0.03, 0.03, 0.10], [-0.03, 0.05, -0.09], [0.09, -0.06, 0.01]], "lowdin_charge": [-0.071, 0.071, 0.067, 0.063, -0.227, -0.120, -0.224, -0.020, -0.023, -0.232, -0.021, -0.018, 0.097, 0.102, 0.135, -0.459, 0.072, -0.096, -0.155, -0.160, -0.159, -0.196, -0.104, -0.460, 0.074, 0.154, -0.165, -0.014, -0.096, -0.088, -0.014, -0.219, -0.106, -0.064, 0.099, 0.099, 0.090, 0.109, 0.104, 0.103, 0.104, 0.131, 0.133, 0.134, -0.144, -0.152, 0.113, 0.120, 0.126, 0.115, 0.121, 0.117, 0.119, 0.118, 0.111, 0.131, 0.102, 0.116, 0.103, -0.231, -0.069, 0.067, 0.072, 0.070, 0.101, 0.116, 0.112, 0.116]}

***

{"formula": "C4H9N2O", "method": "ωB97M-V/def2-TZVPD", "spin_multiplicity": 2, "e_homo_ha": [-0.728, -0.769], "total_charge": 2, "e_above_lowest_kj_mol": 47.8, "s2": 0.76, "orbital_gap_ev": [10.66, 8.22], "symbols": ["C", "C", "C", "N", "C", "N", "H", "H", "H", "H", "H", "H", "H", "H", "H", "O"], "coordinates": [[1.421, 0.842, -1.005], [0.540, -0.044, -0.294], [-0.537, -0.854, -0.711], [-0.783, -1.715, 0.360], [-0.134, -1.225, 1.452], [0.687, -0.246, 1.071], [1.049, 1.381, -1.933], [2.294, 0.305, -1.544], [1.872, 1.706, -0.487], [-1.193, -0.896, -1.562], [-1.616, -2.293, 0.418], [-0.129, -1.707, 2.438], [1.334, 0.268, 1.651], [-1.550, 2.059, 0.557], [-1.850, 1.282, -0.636], [-1.406, 1.136, 0.224]], "atomic_forces_ev_per_a": [[1.67, 1.54, -2.98], [0.71, 1.57, 0.68], [-0.17, -2.60, 1.70], [-0.12, 2.50, -0.29], [0.69, -1.05, -0.15], [-0.70, -1.13, -1.13], [-0.54, -1.04, 0.96], [-1.04, 0.18, 1.12], [-0.15, -0.83, 0.64], [0.38, 0.07, -0.57], [0.06, -0.38, 0.05], [-0.28, 0.42, -0.30], [0.27, 0.00, 0.29], [0.49, -0.78, 0.44], [-0.04, -0.39, 0.21], [-1.23, 1.90, -0.67]], "lowdin_spin": [0.048, 0.237, 0.336, 0.031, 0.177, -0.003, 0.010, 0.028, 0.005, 0.008, -0.001, 0.005, -0.001, 0.007, 0.001, 0.114]}